Formula: C22H32I2IrN2OSb
Source: OMol25
Level of theory: the ωB97M-V functional and the def2-TZVPD basis

Last column: Mulliken charge in e.
Geometry (Å):
1 Ir -0.61678 -0.23369 -1.42158  1.915
2 I -4.01677 6.46815 -2.13536  0.459
3 C -3.34739 4.63975 -1.60438  -0.330
4 C -4.24033 3.67915 -1.08800  -0.205
5 C -3.78038 2.44075 -0.72996  -0.386
6 I -5.07368 1.01964 0.02338  0.205
7 C -2.39220 2.11520 -0.88287  0.462
8 O -1.98013 0.94341 -0.51534  -0.354
9 C -1.48070 3.10376 -1.38882  0.403
10 C -0.00018 2.81830 -1.47906  -0.706
11 N 0.28044 1.62824 -2.30915  -0.557
12 C 1.70805 1.30297 -2.49519  -0.930
13 C 1.84624 -0.10366 -3.02381  0.876
14 C 2.85363 -0.46899 -3.89383  -0.773
15 C 2.94628 -1.78919 -4.31394  -0.407
16 C 2.02206 -2.71268 -3.85006  -0.684
17 C 1.04049 -2.29056 -2.97795  -0.244
18 N 0.95105 -1.01094 -2.57132  -0.148
19 C -1.96765 4.32998 -1.74637  -0.577
20 H -5.28817 3.92484 -0.97901  0.421
21 H 0.41422 2.62233 -0.48632  0.036
22 H 0.51216 3.69425 -1.88394  0.522
23 H -0.15532 1.74976 -3.22355  0.348
24 H 2.19143 1.37763 -1.51686  0.273
25 H 2.20241 2.01123 -3.16231  0.562
26 H 3.55571 0.27490 -4.24585  0.475
27 H 3.72673 -2.08939 -5.00042  0.464
28 H 2.05189 -3.74734 -4.16076  0.467
29 H 0.29567 -2.97523 -2.59490  0.443
30 H -1.29935 5.08988 -2.13172  0.499
31 C 1.56690 1.34371 2.83440  -1.361
32 C 0.22960 0.60173 2.78999  0.357
33 C -0.96601 1.52985 2.64435  -1.273
34 Sb 0.40562 -0.73221 1.10155  -0.316
35 C 2.10569 -1.99628 1.52749  0.134
36 C 2.11175 -2.52558 2.95509  -1.334
37 C 2.24971 -3.08839 0.47508  -1.164
38 C -1.31153 -2.44575 1.90503  0.113
39 C -1.50096 -2.23497 3.35477  -1.346
40 C -2.44626 -2.23086 0.97582  -1.017
41 H 1.55097 2.04367 3.67322  0.448
42 H 1.73998 1.93819 1.93224  0.266
43 H 2.42012 0.68116 2.98662  0.397
44 H 0.12743 -0.03860 3.66571  0.400
45 H -0.86737 2.16902 1.76485  0.133
46 H -1.02230 2.18215 3.51818  0.506
47 H -1.91444 0.99579 2.56883  0.290
48 H 2.91369 -1.26321 1.40533  0.555
49 H 1.33996 -3.28211 3.10937  0.282
50 H 1.99544 -1.74112 3.70413  0.325
51 H 3.06973 -3.01295 3.14625  0.501
52 H 1.43286 -3.81303 0.52084  0.313
53 H 3.17159 -3.64323 0.65748  0.459
54 H 2.30302 -2.68621 -0.53785  0.242
55 H -0.58358 -3.21013 1.62247  0.585
56 H -2.09977 -1.35483 3.58720  0.316
57 H -0.57672 -2.24712 3.92892  0.317
58 H -2.08016 -3.10739 3.70388  0.478
59 H -2.94264 -1.26835 1.11990  0.124
60 H -3.19528 -3.00206 1.22158  0.480
61 H -2.18646 -2.37334 -0.07347  0.261

Cartesian forces, eV/Å:
Ir 0.1 0.0 -0.1
I 0.0 0.0 0.0
C 0.0 0.0 0.0
C 0.0 0.0 0.0
C 0.0 0.0 0.0
I 0.0 0.0 0.0
C 0.0 0.1 0.0
O 0.0 -0.1 0.1
C 0.0 0.0 0.0
C 0.0 0.0 0.0
N 0.0 0.0 -0.1
C 0.0 0.0 0.0
C 0.0 0.0 0.0
C 0.0 0.0 0.0
C 0.0 0.0 0.0
C 0.0 0.0 0.0
C 0.0 0.0 0.0
N 0.0 0.0 0.0
C 0.0 -0.1 0.0
H 0.0 0.0 0.0
H 0.0 0.0 0.0
H 0.0 0.0 0.0
H 0.0 0.0 0.0
H 0.0 0.0 0.0
H 0.0 0.0 0.0
H 0.0 0.0 0.0
H 0.0 0.0 0.0
H 0.0 0.0 0.0
H 0.0 0.0 0.0
H 0.0 0.0 0.0
C 0.0 0.0 0.0
C 0.0 0.0 0.0
C 0.0 0.0 0.0
Sb 0.1 0.0 0.1
C 0.0 0.0 0.0
C 0.0 0.0 0.0
C 0.0 0.0 0.0
C 0.0 0.0 -0.1
C 0.0 0.0 0.0
C 0.0 0.0 0.0
H 0.0 0.0 0.0
H 0.0 0.0 0.0
H 0.0 0.0 0.0
H 0.0 0.0 0.0
H 0.0 0.0 0.0
H 0.0 0.0 0.0
H 0.0 0.0 0.0
H 0.0 0.0 0.0
H 0.0 0.0 0.0
H 0.0 0.0 0.0
H 0.0 0.0 0.0
H 0.0 0.0 0.0
H 0.0 0.0 0.0
H 0.0 0.0 0.0
H 0.0 0.0 0.0
H 0.0 0.0 0.0
H 0.0 0.0 0.0
H 0.0 0.0 0.0
H 0.0 0.0 0.0
H 0.0 0.0 0.0
H 0.0 0.0 0.0

Calculated values
multiplicity	6
molar mass	908.30	g mol⁻¹
net charge	+3
LUMO level (spin up / spin down)	-9.0 / -11.7	eV